151
Properties=species:S:1:pos:R:3 method="wB97M-V/def2-TZVPD" charge=+1 e_lumo_ev=-3.002 homo_lumo_gap_ev=7.75 e_tot_ha=-5211.0046 homo_energy_ev=-10.750
C 4.08515 -1.01045 1.64670
C 4.72030 -0.31739 0.38027
C 5.67890 -1.23680 -0.43283
C 4.98699 -2.29375 -1.36782
C 3.55300 -1.92520 -1.84656
C 2.45592 -2.64712 -0.98559
C 1.02387 -2.11226 -1.25024
C -0.10004 -3.12233 -0.87375
C -1.50321 -2.65465 -1.40996
C -2.35203 -3.78279 -2.05829
C -2.55083 -5.07207 -1.17025
C -4.08583 -5.39829 -0.93271
C -4.40989 -5.81139 0.54930
C -4.94912 -4.61170 1.39985
C -3.92436 -3.45096 1.48392
C -4.52742 -2.09137 2.01358
C -3.77944 -0.96020 1.25667
C -4.43658 0.45618 1.39924
N -3.38961 1.51580 1.41528
N -3.20367 2.20686 2.60749
C -2.72626 1.69807 0.28422
N -2.87402 1.00173 -0.86752
C -2.01578 1.41784 -1.80764
C -1.85211 0.91556 -3.20488
C -2.64533 1.76578 -4.24553
O -3.77424 1.68075 -4.44584
Br -1.54722 3.06975 -5.25746
N -1.34524 2.40699 -1.20937
O -0.36454 3.06723 -1.88076
N -1.74178 2.63133 0.04410
C -1.11842 3.71265 0.82986
C 0.22180 3.30886 1.52228
C 0.52081 4.42660 2.59736
O 1.24414 5.51004 2.04618
H 4.57877 -1.95939 1.90954
H 2.98871 -1.11150 1.50672
H 4.19625 -0.30044 2.49715
H 3.93350 0.17957 -0.21599
H 5.35409 0.50359 0.78736
H 6.44578 -0.64367 -0.97377
H 6.25687 -1.81938 0.32171
H 5.61587 -2.35493 -2.28548
H 5.00004 -3.32548 -0.95487
H 3.43650 -2.36443 -2.86442
H 3.36671 -0.84190 -1.96391
H 2.71334 -2.69344 0.08808
H 2.46909 -3.70306 -1.34791
H 0.93826 -1.96297 -2.35281
H 0.90868 -1.13631 -0.73203
H -0.20006 -3.12705 0.23670
H 0.12082 -4.15963 -1.18573
H -1.28336 -1.89064 -2.19727
H -2.04019 -2.10955 -0.60748
H -1.79798 -4.10477 -2.97000
H -3.32099 -3.38678 -2.42415
H -2.14809 -5.92409 -1.75901
H -1.98175 -5.04290 -0.22178
H -4.61230 -4.43643 -1.11591
H -4.41592 -6.16365 -1.65886
H -3.54921 -6.30104 1.05092
H -5.22689 -6.56590 0.52591
H -5.94571 -4.28010 1.04499
H -5.10936 -5.01072 2.42821
H -3.53175 -3.25243 0.46329
H -3.04513 -3.75666 2.08981
H -4.25704 -2.06007 3.09101
H -5.62353 -2.04403 1.86218
H -2.70890 -0.88875 1.55397
H -3.77917 -1.21883 0.17883
H -5.17137 0.64738 0.59022
H -4.98481 0.47689 2.35623
H -3.55753 3.16003 2.56679
H -2.23127 2.18480 2.90815
H -0.79766 0.90908 -3.54737
H -2.24531 -0.11657 -3.27814
H -0.74550 3.54577 -2.64812
H -1.85802 4.12872 1.52560
H -0.87584 4.51930 0.10507
H 1.04218 3.29471 0.77855
H 0.16396 2.34255 2.06311
H -0.45063 4.85485 2.92819
H 0.98713 3.99432 3.50559
H 2.07423 5.21278 1.64390
C -5.82684 -0.75802 -4.14149
C -5.48841 -2.24523 -4.19383
C -4.94824 -2.70669 -5.55949
O -5.93554 -2.85506 -6.56214
C -6.31501 -1.65183 -7.20815
N -6.66843 -3.01609 -3.78937
H -6.76197 -0.52390 -4.65040
H -5.94062 -0.43401 -3.10451
H -5.03556 -0.16183 -4.59077
H -4.69750 -2.42353 -3.45649
H -4.51301 -3.70209 -5.42929
H -4.13637 -2.05439 -5.91066
H -5.47396 -0.96027 -7.31350
H -7.13572 -1.17039 -6.67232
H -6.67850 -1.90798 -8.20365
H -6.41345 -3.99909 -3.72730
H -7.32924 -2.98784 -4.56357
C 0.27690 9.36054 0.51100
C -0.01214 8.06691 -0.24274
C 0.98914 7.77465 -1.37411
O 0.79593 8.54452 -2.54586
C 1.35214 9.84945 -2.50027
N -1.39427 8.10341 -0.74002
H -0.01816 10.24617 -0.05200
H -0.27928 9.38132 1.44939
H 1.33891 9.44529 0.75158
H 0.06840 7.24787 0.47955
H 0.85040 6.73246 -1.68467
H 2.02550 7.85979 -1.02254
H 2.28360 9.87788 -1.92856
H 0.63282 10.55884 -2.08701
H 1.56552 10.15691 -3.52423
H -1.61757 7.20175 -1.15529
H -1.41579 8.74315 -1.53219
C 4.23313 4.54504 6.18454
C 4.73117 3.10388 6.12967
C 5.35939 2.71963 4.77863
O 4.41919 2.47798 3.74067
C 3.93621 3.64097 3.09930
N 3.62775 2.20560 6.48891
H 3.29366 4.68261 5.64729
H 4.05308 4.84153 7.21877
H 4.97179 5.23203 5.76491
H 5.51213 3.00276 6.88913
H 5.89409 1.77540 4.91282
H 6.10577 3.45744 4.45882
H 4.70108 4.41908 3.02778
H 3.05192 4.02602 3.61576
H 3.63089 3.36130 2.08789
H 3.98481 1.25514 6.55080
H 2.99304 2.17250 5.69362
C 6.07976 -5.36973 1.76291
C 4.78864 -5.47289 2.56943
C 4.12390 -6.85836 2.49601
O 3.43505 -7.11519 1.28309
C 4.25784 -7.53933 0.21000
N 3.87288 -4.41053 2.13716
H 5.89636 -5.28534 0.69092
H 6.63938 -4.48067 2.06016
H 6.71966 -6.23820 1.93356
H 5.04729 -5.29349 3.61768
H 3.36244 -6.90776 3.27982
H 4.84292 -7.65923 2.70916
H 5.09086 -8.15926 0.55237
H 4.63185 -6.67942 -0.35070
H 3.64261 -8.13146 -0.46861
H 3.05487 -4.41763 2.74240
H 3.50140 -4.68327 1.22825

10
Properties=species:S:1:pos:R:3 method="wB97M-V/def2-TZVPD" e_lumo_ev=-0.675 de_lowest_kcal_mol=65.7 homo_lumo_gap_ev=8.15 e_tot_ha=-1527.3015 homo_energy_ev=-8.824
C -3.69602 0.16081 0.76591
O -0.83831 0.15197 1.00788
O 0.43413 0.90958 -1.09230
O -0.26912 -1.35532 -0.89194
P -0.90709 0.02529 -0.66500
Cl -3.35043 -1.36533 0.15093
Cl -3.46007 1.36170 -0.38672
H -0.33516 -0.61038 1.29138
H 0.23276 1.81980 -1.29980
H 0.65292 -1.31446 -0.58892

15
Properties=species:S:1:pos:R:3 method="wB97M-V/def2-TZVPD" e_lumo_ev=1.090 de_lowest_kcal_mol=87.9 homo_lumo_gap_ev=9.57 e_tot_ha=-283.8430 homo_energy_ev=-8.480
C -2.48663 -0.31211 0.15762
N -1.12007 -0.14809 -0.29644
C -0.46826 1.06902 -0.10147
N 0.74201 1.09856 0.01563
N 1.19437 -0.18408 -0.08586
C 2.63172 -0.30113 0.08697
H -3.14549 -1.04851 -0.50899
H -2.85732 0.66560 -0.19670
H -2.71041 -0.68386 1.19994
H -0.30282 -0.68628 0.19007
H -1.13194 1.94756 0.16176
H 0.76800 -0.54813 -0.97758
H 2.97333 0.71609 -0.36462
H 2.92407 -0.30268 1.25952
H 2.98944 -1.28195 -0.53985

36
Properties=species:S:1:pos:R:3 method="wB97M-V/def2-TZVPD" charge=+1 e_lumo_ev="-4.257 / -4.441" s2=0.75 homo_lumo_gap_ev="8.18 / 8.00" multiplicity=2 e_tot_ha=-2384.8709 homo_energy_ev="-12.437 / -12.441"
Yb 0.44105 0.16624 0.07134
H -3.35447 -1.83563 2.63876
H -3.62539 -1.13824 2.67740
P 0.03555 -2.65887 -0.41661
P -0.10100 2.87519 -0.72060
C 1.36310 3.84300 -0.21307
H 1.14969 4.89650 -0.43657
H 1.55299 3.69956 0.85810
H 2.22491 3.47970 -0.78737
C -0.42138 3.62711 -2.36780
H -1.38660 3.21318 -2.68199
H -0.43608 4.72720 -2.42516
H 0.34727 3.21655 -3.03118
C -1.34737 3.82800 0.22817
H -1.13512 3.70672 1.29960
H -1.32357 4.89253 -0.04472
H -2.33196 3.39854 -0.00797
C -0.11509 -3.08032 -2.19771
H -0.14434 -4.17127 -2.33640
H -1.03541 -2.62156 -2.58577
H 0.73454 -2.64304 -2.73923
C 1.38243 -3.79469 0.06872
H 1.46514 -3.78027 1.16315
H 1.12816 -4.80472 -0.28455
H 2.33686 -3.45774 -0.35679
C -1.38488 -3.61784 0.23784
H -2.32743 -3.18107 -0.12384
H -1.31252 -4.67141 -0.07268
H -1.37902 -3.54906 1.33554
C 2.78615 -0.51333 0.74168
O 3.72833 -0.55534 1.39484
H 1.52212 -0.03323 -1.64791
O 0.86647 2.39264 3.46981
C 0.55377 1.21263 3.25047
O 0.30735 0.67822 2.07631
H 0.44884 0.46774 4.08126

11
Properties=species:S:1:pos:R:3 method="wB97M-V/def2-TZVPD" charge=-1 e_lumo_ev=4.198 de_lowest_kcal_mol=126.2 homo_lumo_gap_ev=6.01 e_tot_ha=-430.2837 homo_energy_ev=-1.813
C 0.44784 0.18995 1.22977
O -0.91815 -0.03169 0.83085
N -1.30422 0.83236 -0.23209
N -0.52310 1.82811 -0.43464
N -0.44305 2.15501 -1.67774
O 0.20362 3.05422 -2.14779
O -1.43282 1.50110 -2.45729
H 0.98152 0.40643 0.30444
H 0.67596 -0.75642 1.74468
H 0.45184 1.15010 1.71242
H -1.76730 0.80206 -1.69494

122
Properties=species:S:1:pos:R:3 method="wB97M-V/def2-TZVPD" charge=+1 e_lumo_ev="-2.483 / -2.484" de_lowest_kcal_mol=46.1 homo_lumo_gap_ev="6.24 / 6.24" e_tot_ha=-4366.4583 homo_energy_ev="-8.724 / -8.723"
Hf -0.70840 0.27504 -0.78137
C -1.86990 -1.73321 -6.15210
C -1.30305 -2.95448 -5.81709
C -0.88814 -3.14232 -4.48289
C -1.14567 -2.17773 -3.50213
C -1.91566 -1.04520 -3.82958
C -2.18868 -0.79721 -5.19625
P -0.67532 -2.39481 -1.77429
C 0.72309 -3.50700 -1.56098
C 2.02937 -2.95769 -1.54535
C 3.07976 -3.83043 -1.32030
C 2.86266 -5.19823 -1.14399
C 1.60257 -5.71506 -1.18167
C 0.52991 -4.85302 -1.42913
C -1.91428 -3.28021 -0.86001
C -2.81120 -4.10291 -1.45800
C -3.91231 -4.56605 -0.83669
C -4.20213 -4.06741 0.44629
C -3.33312 -3.17977 1.05672
C -2.14217 -2.83234 0.47256
Si -0.88059 -1.54523 1.11611
C 0.87202 -2.21411 1.52181
C 1.09908 -3.57170 1.83486
C 2.39447 -4.02276 2.08784
C 3.46101 -3.13496 2.02556
C 3.28350 -1.78640 1.70114
C 1.96270 -1.39004 1.43163
P 1.54540 0.33641 0.99029
C 3.10669 1.29635 0.67581
C 4.15671 1.38174 1.56250
C 5.20537 2.28857 1.42331
C 5.18876 3.28281 0.40832
C 4.07113 3.31210 -0.36412
C 3.06506 2.34193 -0.29196
C 1.07004 1.21355 2.61440
C 0.97241 0.52373 3.78272
C 0.82994 1.29620 4.99705
C 0.71572 2.65982 4.89101
C 0.77035 3.30558 3.67674
C 1.00438 2.57108 2.54261
C -1.58027 -0.85549 2.72170
C -1.64632 -1.79909 3.75931
C -1.95875 -1.37099 5.10477
C -2.24372 -0.01352 5.27711
C -2.28977 0.87787 4.21030
C -1.89034 0.51437 2.94193
P -2.07238 1.48145 1.38194
C -3.93475 1.28016 1.08048
C -4.66391 0.19858 1.52055
C -6.02192 0.12881 1.31753
C -6.69470 1.07805 0.57236
C -5.92785 2.13820 0.02385
C -4.58547 2.29911 0.34606
C -2.18967 3.27448 1.70847
C -1.57397 4.25597 0.95161
C -1.79746 5.64737 1.21564
C -2.69680 6.03804 2.20751
C -3.39463 5.03193 2.90003
C -3.08889 3.71304 2.64843
H -2.18781 -1.56584 -7.18578
H -1.09993 -3.66815 -6.61606
H -0.37721 -4.04927 -4.22886
H -2.25857 -0.23017 -3.17976
H -2.63614 0.12509 -5.45714
H 2.24144 -1.93282 -1.59594
H 4.07248 -3.43605 -1.28372
H 3.71889 -5.79586 -0.83082
H 1.37530 -6.75913 -0.85557
H -0.46034 -5.30336 -1.51039
H -2.79895 -4.33302 -2.47142
H -4.57673 -5.28401 -1.29441
H -5.15479 -4.39816 0.88935
H -3.63647 -2.78006 2.00210
H 0.25791 -4.27726 1.84437
H 2.66475 -5.02608 2.26187
H 4.40841 -3.55284 2.30067
H 4.14909 -1.19777 1.59357
H 4.20103 0.76698 2.44304
H 6.02986 2.26312 2.10606
H 6.00152 3.99040 0.20953
H 4.04211 4.07708 -1.14048
H 2.22642 2.35672 -1.03022
H 0.93465 -0.60091 3.97681
H 0.90284 0.81846 6.01531
H 0.67440 3.25679 5.78887
H 0.66225 4.37245 3.53251
H 1.20333 3.12445 1.64747
H -1.43727 -2.87727 3.59265
H -2.00655 -2.05547 5.94282
H -2.59995 0.32615 6.23117
H -2.63791 1.89685 4.36367
H -4.21612 -0.63633 2.09972
H -6.58855 -0.71944 1.62518
H -7.70902 0.90580 0.33244
H -6.51675 2.93456 -0.43455
H -4.08449 3.19597 0.01285
H -0.80176 3.91787 0.32939
H -1.32080 6.41820 0.62046
H -2.85901 7.12638 2.42576
H -4.17388 5.23571 3.62955
H -3.72385 2.96728 3.18796
O -2.70036 -0.31898 -0.96993
H -3.43325 0.31873 -1.12433
H -3.22286 -1.10445 -0.63187
Te -1.18668 2.49755 -2.16903
C 3.54686 -0.03527 -2.88667
Te 1.47001 0.31205 -3.10074
C 2.03896 2.28295 -3.66652
C 3.52653 2.16156 -4.04748
C 4.30367 3.19161 -4.63760
C 5.70200 3.05782 -4.81505
C 6.33148 1.84677 -4.58413
C 5.61856 0.83264 -4.00705
C 4.24033 1.02719 -3.67591
H 3.71338 -1.01088 -3.28549
H 3.73750 0.06375 -1.83471
H 1.88111 3.15854 -3.08817
H 1.48533 2.44757 -4.56266
H 3.87770 4.15323 -4.98142
H 6.27638 3.90311 -5.13952
H 7.38277 1.70774 -4.76134
H 6.04679 -0.09317 -3.54132